No. 1
This record from the OMol25 dataset describes a molecular structure, C23H21BClF4MnN8O4P in a non-equilibrium geometry. The level of theory is the ωB97M-V functional and the def2-TZVPD basis.

Geometry (Å):
Mn (0.058, 0.877, 0.008)
C (2.342, -0.513, -4.655)
N (2.028, 0.464, -3.650)
C (1.608, 1.739, -3.862)
C (1.314, 2.263, -2.632)
N (1.547, 1.330, -1.680)
C (1.973, 0.245, -2.312)
P (2.569, -1.294, -1.507)
C (2.951, -0.554, 0.125)
N (2.161, 0.229, 0.850)
C (2.862, 0.576, 1.955)
C (4.095, -0.016, 1.909)
N (4.143, -0.730, 0.753)
C (5.241, -1.550, 0.314)
C (0.937, -1.980, -1.038)
N (0.195, -1.582, -0.011)
C (-0.882, -2.407, 0.010)
C (-0.797, -3.306, -1.017)
N (0.364, -3.035, -1.669)
C (0.876, -3.711, -2.828)
H (2.499, -0.017, -5.611)
H (1.513, -1.216, -4.767)
H (3.245, -1.063, -4.378)
H (1.549, 2.168, -4.841)
H (0.971, 3.246, -2.372)
H (2.452, 1.243, 2.689)
H (4.920, 0.016, 2.592)
H (6.021, -1.547, 1.074)
H (5.659, -1.171, -0.621)
H (4.903, -2.576, 0.159)
H (-1.635, -2.327, 0.768)
H (-1.469, -4.077, -1.337)
H (0.379, -4.673, -2.940)
H (1.951, -3.874, -2.711)
H (0.694, -3.119, -3.727)
O (-5.338, -0.828, -2.172)
C (-5.516, -0.419, -0.936)
O (-6.606, -0.368, -0.421)
C (-4.294, -0.034, -0.171)
C (-4.269, 0.258, 1.191)
Cl (-5.547, 0.115, 2.287)
N (-2.995, 0.562, 1.540)
N (-2.205, 0.473, 0.465)
C (-2.949, 0.121, -0.574)
C (-2.231, -0.123, -1.884)
O (-2.846, -0.644, -2.822)
O (-1.013, 0.191, -1.899)
C (-2.442, 0.913, 2.791)
C (-1.095, 0.636, 3.019)
C (-0.516, 1.000, 4.220)
C (-1.274, 1.619, 5.201)
C (-2.614, 1.884, 4.973)
C (-3.200, 1.549, 3.767)
H (-4.379, -0.789, -2.494)
H (-0.492, 0.139, 2.249)
H (0.536, 0.817, 4.379)
H (-0.809, 1.903, 6.133)
H (-3.209, 2.369, 5.732)
H (-4.230, 1.795, 3.578)
F (-1.040, 4.049, 2.556)
B (0.070, 3.828, 1.812)
F (0.494, 4.914, 1.127)
F (1.071, 3.230, 2.537)
F (-0.297, 2.784, 0.778)

multiplicity	6
electronic energy	-108990.5834	eV
HOMO level (spin up / spin down)	-8.943 / -8.941	eV
<S²>	8.75
orbital gap (spin up / spin down)	8.83 / 8.78	eV
max |F|	0.0196	hartree/bohr

***

No. 2
This record from the OMol25 dataset describes a molecular structure, C22H38BaO3P2S in a non-equilibrium geometry. The level of theory is the ωB97M-V functional and the def2-TZVPD basis.

Geometry (Å):
P (1.102, -1.965, -1.317)
P (1.547, 2.696, -1.167)
C (1.201, -0.370, -2.273)
C (1.986, 0.937, -1.871)
H (0.277, -0.099, -2.843)
H (1.821, -0.693, -3.183)
H (2.742, 0.654, -1.123)
H (2.512, 1.250, -2.816)
C (-0.129, 3.430, -1.625)
H (-0.778, 3.493, -0.779)
H (-0.640, 2.952, -2.459)
H (-0.008, 4.456, -2.000)
C (2.505, 3.571, -2.472)
H (1.849, 3.782, -3.316)
H (3.314, 2.901, -2.787)
H (2.981, 4.481, -2.078)
C (-0.189, -3.144, -1.916)
H (-0.418, -3.846, -1.098)
H (0.143, -3.769, -2.759)
H (-1.174, -2.722, -2.197)
C (2.714, -2.767, -1.403)
H (3.447, -1.952, -1.504)
H (2.759, -3.425, -2.285)
H (2.882, -3.333, -0.485)
Ba (-2.270, 0.395, -2.747)
C (-0.946, 1.625, -4.821)
C (-2.304, 1.752, -4.959)
C (-3.171, 0.843, -5.781)
C (-2.521, -0.576, -6.048)
C (-1.619, -1.125, -4.947)
C (-0.271, -1.259, -5.073)
C (0.669, -0.269, -5.654)
C (0.046, 1.155, -5.835)
C (0.482, -1.704, 0.340)
H (-0.447, 2.305, -4.117)
H (-2.809, 2.560, -4.415)
H (-3.376, 1.345, -6.753)
H (-4.187, 0.656, -5.356)
H (-3.335, -1.317, -6.229)
H (-2.014, -0.502, -7.026)
H (-2.163, -1.809, -4.254)
H (0.161, -2.261, -4.975)
H (1.087, -0.593, -6.646)
H (1.541, -0.213, -4.954)
H (0.924, 1.833, -5.730)
H (-0.305, 1.270, -6.883)
H (0.550, -0.650, 0.613)
H (1.037, -2.343, 1.035)
H (-0.568, -2.009, 0.403)
C (-0.066, 1.238, 7.067)
C (-0.475, 1.252, 5.619)
C (-0.780, 0.056, 4.961)
C (-1.150, 0.073, 3.616)
C (-1.234, 1.285, 2.919)
C (-0.852, 2.471, 3.561)
C (-0.495, 2.453, 4.903)
S (-1.840, 1.315, 1.213)
O (-2.781, 0.177, 1.132)
O (-2.381, 2.654, 0.984)
O (-0.640, 1.090, 0.374)
H (-0.877, 0.887, 7.729)
H (0.805, 0.569, 7.217)
H (0.209, 2.248, 7.404)
H (-0.667, -0.886, 5.509)
H (-1.354, -0.857, 3.095)
H (-0.812, 3.400, 3.005)
H (-0.177, 3.371, 5.404)

multiplicity	1
electronic energy	-59672.0149	eV
HOMO level (spin up / spin down)	-3.630 / -3.629	eV
orbital gap (spin up / spin down)	3.38 / 3.38	eV
ΔE to the lowest compared entry with this formula, charge and spin	129.22	kcal per mole
max |F|	0.0431	hartree/bohr

***

No. 3
This record from the OMol25 dataset describes a single C3H6O molecule in a non-equilibrium geometry. The level of theory is the ωB97M-V functional and the def2-TZVPD basis.

Geometry (Å):
C (0.714, 0.850, 0.643)
C (-0.420, 0.273, -0.266)
C (-0.478, -1.147, -0.563)
O (-1.700, -0.697, -0.056)
H (0.905, 1.916, 0.438)
H (1.671, 0.325, 0.457)
H (0.487, 0.737, 1.694)
H (-0.837, 0.996, -0.951)
H (-0.359, -1.458, -1.586)
H (0.042, -1.761, 0.180)

multiplicity	1
structure (SMILES)	C[C@H]1CO1
electronic energy	-5253.4251	eV
HOMO level	-10.090	eV
orbital gap	11.21	eV
ΔE to the lowest compared entry with this formula, charge and spin	52.33	kcal per mole
max |F|	0.0457	hartree/bohr

***

No. 4
This record from the OMol25 dataset describes 2 unconnected molecules or ions with the total composition C5H11N. The level of theory is the ωB97M-V functional and the def2-TZVPD basis.

Geometry (Å):
C (-1.390, 2.076, 1.063)
N (-0.131, 2.073, 1.058)
C (0.530, 0.834, 0.628)
C (2.035, 1.012, 0.789)
H (-1.999, 1.179, 0.886)
H (-1.945, 2.994, 1.248)
H (0.129, 0.008, 1.221)
H (0.304, 0.635, -0.423)
H (2.633, 0.278, 0.245)
H (2.295, 1.994, 0.393)
H (2.333, 0.968, 1.836)
C (-1.099, -2.140, -2.041)
C (-0.458, -2.551, -0.956)
H (-1.068, -1.112, -2.380)
H (-1.723, -2.829, -2.598)
H (0.230, -1.895, -0.438)
H (-0.675, -3.522, -0.532)

multiplicity	1
structure (SMILES)	C=NCC.C=C
electronic energy	-6851.5467	eV
HOMO level	-9.688	eV
orbital gap	10.77	eV
ΔE to the lowest compared entry with this formula, charge and spin	45.70	kcal per mole
max |F|	0.0129	hartree/bohr

***

No. 5
This record from the OMol25 dataset describes a gas-phase ion, C5H5F6N2O (charge +1) in a non-equilibrium geometry. The level of theory is the ωB97M-V functional and the def2-TZVPD basis.

Geometry (Å):
C (-0.075, 0.837, -0.927)
C (-0.517, -0.779, 0.779)
C (2.060, 0.043, -0.205)
C (3.355, 0.706, 0.293)
C (2.043, -1.475, -0.318)
N (1.207, 0.902, -0.773)
N (-0.867, -0.191, -0.354)
O (-1.408, -1.444, 1.396)
F (3.831, 1.664, -0.486)
F (3.156, 1.344, 1.446)
F (4.348, -0.211, 0.514)
F (3.137, -1.837, -0.909)
F (2.073, -2.255, 0.804)
F (0.987, -1.849, -1.066)
H (-0.512, 1.686, -1.379)
H (0.308, -0.576, 1.417)
H (1.519, 1.800, -1.066)
H (-1.747, -0.494, -0.788)
H (-0.995, -1.902, 2.150)

total charge	+1
multiplicity	1
electronic energy	-26589.2748	eV
HOMO level	-12.751	eV
orbital gap	7.42	eV
ΔE to the lowest compared entry with this formula, charge and spin	25.72	kcal per mole
max |F|	0.0492	hartree/bohr

***

No. 6
This record from the OMol25 dataset describes a single C5H12N2O molecule in a non-equilibrium geometry. The level of theory is the ωB97M-V functional and the def2-TZVPD basis.

Geometry (Å):
C (2.391, -1.282, -1.487)
N (1.176, -0.496, -1.302)
C (0.202, -1.209, -0.444)
C (-1.078, -0.421, -0.330)
N (-0.947, 0.821, 0.422)
C (-1.249, 2.081, -0.259)
C (-0.557, 0.791, 1.716)
O (-0.353, -0.208, 2.371)
H (2.801, -1.682, -0.551)
H (2.235, -2.058, -2.234)
H (3.177, -0.636, -1.882)
H (1.453, 0.354, -0.821)
H (0.618, -1.425, 0.543)
H (-0.003, -2.150, -0.952)
H (-1.873, -1.033, 0.090)
H (-1.413, -0.140, -1.322)
H (-2.299, 2.047, -0.566)
H (-1.077, 2.912, 0.410)
H (-0.658, 2.119, -1.172)
H (-0.435, 1.808, 2.138)

multiplicity	1
structure (SMILES)	CNCCN(C)C=O
electronic energy	-10407.0633	eV
HOMO level	-8.954	eV
orbital gap	9.84	eV
ΔE to the lowest compared entry with this formula, charge and spin	31.38	kcal per mole
max |F|	0.0252	hartree/bohr

***

> Number 4 is which compound?

C5H11N

***

What did the first record say?
This record from the OMol25 dataset describes a molecular structure, C23H21BClF4MnN8O4P in a non-equilibrium geometry. The level of theory is the ωB97M-V functional and the def2-TZVPD basis.

Geometry (Å):
Mn (0.058, 0.877, 0.008)
C (2.342, -0.513, -4.655)
N (2.028, 0.464, -3.650)
C (1.608, 1.739, -3.862)
C (1.314, 2.263, -2.632)
N (1.547, 1.330, -1.680)
C (1.973, 0.245, -2.312)
P (2.569, -1.294, -1.507)
C (2.951, -0.554, 0.125)
N (2.161, 0.229, 0.850)
C (2.862, 0.576, 1.955)
C (4.095, -0.016, 1.909)
N (4.143, -0.730, 0.753)
C (5.241, -1.550, 0.314)
C (0.937, -1.980, -1.038)
N (0.195, -1.582, -0.011)
C (-0.882, -2.407, 0.010)
C (-0.797, -3.306, -1.017)
N (0.364, -3.035, -1.669)
C (0.876, -3.711, -2.828)
H (2.499, -0.017, -5.611)
H (1.513, -1.216, -4.767)
H (3.245, -1.063, -4.378)
H (1.549, 2.168, -4.841)
H (0.971, 3.246, -2.372)
H (2.452, 1.243, 2.689)
H (4.920, 0.016, 2.592)
H (6.021, -1.547, 1.074)
H (5.659, -1.171, -0.621)
H (4.903, -2.576, 0.159)
H (-1.635, -2.327, 0.768)
H (-1.469, -4.077, -1.337)
H (0.379, -4.673, -2.940)
H (1.951, -3.874, -2.711)
H (0.694, -3.119, -3.727)
O (-5.338, -0.828, -2.172)
C (-5.516, -0.419, -0.936)
O (-6.606, -0.368, -0.421)
C (-4.294, -0.034, -0.171)
C (-4.269, 0.258, 1.191)
Cl (-5.547, 0.115, 2.287)
N (-2.995, 0.562, 1.540)
N (-2.205, 0.473, 0.465)
C (-2.949, 0.121, -0.574)
C (-2.231, -0.123, -1.884)
O (-2.846, -0.644, -2.822)
O (-1.013, 0.191, -1.899)
C (-2.442, 0.913, 2.791)
C (-1.095, 0.636, 3.019)
C (-0.516, 1.000, 4.220)
C (-1.274, 1.619, 5.201)
C (-2.614, 1.884, 4.973)
C (-3.200, 1.549, 3.767)
H (-4.379, -0.789, -2.494)
H (-0.492, 0.139, 2.249)
H (0.536, 0.817, 4.379)
H (-0.809, 1.903, 6.133)
H (-3.209, 2.369, 5.732)
H (-4.230, 1.795, 3.578)
F (-1.040, 4.049, 2.556)
B (0.070, 3.828, 1.812)
F (0.494, 4.914, 1.127)
F (1.071, 3.230, 2.537)
F (-0.297, 2.784, 0.778)

multiplicity	6
electronic energy	-108990.5834	eV
HOMO level (spin up / spin down)	-8.943 / -8.941	eV
<S²>	8.75
orbital gap (spin up / spin down)	8.83 / 8.78	eV
max |F|	0.0196	hartree/bohr

***

> Which value of electronic energy does entry 5 give?

-26589.2748 eV